Record 1
C24H6Cl56F6O3 | the ωB97M-V functional and the def2-TZVPD basis

Positions of all 95 atoms, in Å:
1 Cl 6.649426 -5.562731 -0.394584
2 Cl 2.676649 -4.644048 -2.154702
3 Cl -2.043719 3.294631 3.006380
4 Cl -5.750951 -13.568768 -3.445850
5 Cl 6.270579 5.253348 6.468156
6 Cl 4.233515 2.584132 7.398955
7 Cl -1.030765 -7.402001 -3.568602
8 Cl 6.263005 2.467617 2.617660
9 Cl 2.752313 -7.467558 -2.751122
10 Cl 0.359795 -9.630198 -2.378217
11 Cl 7.512068 -7.164018 1.844063
12 Cl 4.045613 5.719261 8.284425
13 Cl 8.150607 4.433167 1.679208
14 Cl -5.543265 2.318930 -1.553662
15 Cl -2.658371 6.110888 3.004542
16 Cl -4.451480 7.538049 5.154698
17 Cl -5.452188 3.472814 -4.191148
18 Cl -12.294419 5.429892 1.996166
19 Cl -1.182603 5.612451 -4.164156
20 Cl -2.519121 -9.637198 -2.512717
21 Cl -12.827432 3.009001 0.521726
22 Cl -10.220564 3.450748 1.680303
23 Cl 4.212221 5.890879 -3.662240
24 Cl -2.549915 4.653014 0.513103
25 Cl -1.063209 3.873921 -6.457238
26 Cl 5.380367 1.319350 5.091986
27 Cl 3.900604 -0.260529 7.014192
28 Cl -9.655136 1.674908 -0.926523
29 Cl 6.058378 7.744152 7.890073
30 Cl -4.900885 6.518308 7.814427
31 Cl -12.483662 2.908113 3.383642
32 Cl -4.869966 4.710890 5.567353
33 Cl 6.486367 -4.510989 2.296254
34 Cl 1.682248 4.517930 -3.544148
35 Cl 5.173759 -5.896544 -2.868203
36 Cl -3.505874 -13.637101 -1.634394
37 Cl -3.272390 -12.276155 -4.161576
38 Cl -11.021790 0.464964 -3.161355
39 Cl -3.429085 -15.158091 -4.085358
40 Cl -7.059413 6.558306 5.900967
41 Cl -8.237869 1.197056 -3.387953
42 Cl 4.197176 7.130712 5.772381
43 Cl -0.948028 -9.939942 -4.928430
44 Cl -3.500658 1.496353 -3.420435
45 Cl 5.562719 5.260869 2.651313
46 Cl -0.119950 5.183518 1.979849
47 Cl 3.821579 3.452781 -5.162536
48 Cl 3.999478 3.361876 -2.286016
49 Cl -3.413246 4.129617 -2.247106
50 Cl 9.059454 -4.864062 1.040784
51 Cl -9.013825 -1.024259 -1.719590
52 Cl 6.488554 0.814964 7.710148
53 Cl -3.255708 5.728334 -6.167355
54 Cl 3.118100 -5.541437 -4.865849
55 Cl -0.612399 6.707254 -6.768857
56 Cl 5.775774 3.869084 0.134121
57 F 4.597918 1.350172 -0.108405
58 F -2.007960 0.552316 0.276134
59 F 5.854453 0.198636 -1.469794
60 F 5.959166 -0.117237 0.692346
61 F -0.373154 -0.367374 1.343755
62 F 0.037636 1.078825 -0.223039
63 O -1.048954 -2.308501 -0.269595
64 O 3.206402 -4.116748 0.823291
65 O 2.819631 0.318299 -1.967187
66 C -1.038397 -9.155651 -3.346990
67 C -11.959196 3.699421 1.895085
68 C 1.816374 -2.708951 -0.462059
69 C -0.751502 0.056457 0.130832
70 C 3.429017 -5.892170 -3.161896
71 C 7.426348 -5.523588 1.196279
72 C 3.071251 -3.058351 0.261824
73 C 5.146032 6.453320 7.101226
74 C -4.478374 2.856264 -2.853791
75 C 4.998774 1.110659 6.807058
76 C 6.437647 4.006871 1.765704
77 C 4.149250 -2.039942 0.311003
78 C 5.140562 0.138549 -0.347224
79 C -1.530525 5.480605 -5.890815
80 C 0.415136 -1.136017 -1.822633
81 C -3.989679 -13.660307 -3.334396
82 C -5.320741 6.329143 6.109851
83 C -0.800849 -1.079341 -0.912341
84 C -9.482814 0.577773 -2.300755
85 C 2.856631 -0.643725 -1.235797
86 C 3.429656 4.303064 -3.663819
87 C -1.841608 4.813137 2.126566
88 C 1.683434 -1.562108 -1.138068
89 C 4.052757 -0.918917 -0.396099
90 H -1.664030 -0.861602 -1.546856
91 H 0.565800 -0.123225 -2.196854
92 H -1.935418 -2.319704 0.104295
93 H 4.990645 -2.260062 0.952789
94 H 0.998011 -3.410117 -0.390821
95 H 0.198189 -1.736364 -2.705769

Atomic forces in eV per Å
0.1 0.1 0.6
0.1 -0.5 -0.7
0.0 0.0 0.0
0.0 0.0 0.0
0.0 0.0 0.0
0.0 -0.2 0.0
0.0 0.0 0.0
0.2 0.2 -0.5
0.1 0.2 0.0
-0.1 -0.2 0.1
0.0 0.0 0.0
0.1 0.1 -0.1
0.0 0.0 0.0
0.1 0.0 0.1
0.1 -0.2 -0.1
-0.1 0.1 0.2
0.0 0.0 0.0
0.0 0.0 0.0
-0.1 0.2 -0.1
0.2 0.3 0.1
0.0 0.0 0.0
0.0 0.1 0.1
0.0 0.0 0.0
0.1 0.0 0.4
0.0 0.0 0.0
-0.2 -0.1 0.6
0.0 0.0 0.0
0.0 -0.1 -0.1
0.0 0.0 0.0
0.0 0.0 0.0
0.0 0.0 0.0
0.0 0.0 0.0
0.0 0.0 0.0
0.2 -0.1 -0.1
-0.2 -0.1 -0.5
0.0 0.0 0.0
-0.1 -0.3 -0.1
0.0 0.0 0.0
0.0 0.0 0.0
0.0 0.0 0.0
-0.1 0.0 -0.1
0.0 0.0 0.0
0.0 0.0 0.0
0.0 0.0 0.0
0.0 0.0 0.0
0.0 0.0 0.0
0.0 0.0 0.0
-0.2 -0.1 -0.2
-0.3 -0.2 -0.4
0.0 0.0 0.0
0.0 0.0 0.0
0.0 0.0 0.0
0.0 0.0 0.0
0.0 0.0 0.0
0.0 0.0 0.0
0.3 0.4 0.3
0.1 -0.5 -0.2
0.2 0.0 0.0
0.0 0.1 0.1
0.3 0.0 -0.4
0.2 0.1 -0.2
0.0 -0.1 0.0
0.3 -0.2 -0.1
0.0 -0.2 0.3
0.1 0.0 -0.1
0.0 0.1 0.1
0.0 0.0 0.0
0.1 0.4 0.2
-0.5 0.1 0.2
0.0 0.0 0.0
0.1 0.0 0.0
-0.3 0.3 0.1
0.0 0.1 0.0
0.0 0.0 0.1
0.0 -0.1 0.0
0.0 0.1 -0.1
0.0 0.1 -0.1
-0.7 -0.1 0.6
0.1 0.0 0.0
0.3 0.4 0.1
0.0 0.0 0.0
0.0 0.0 0.0
-0.5 -0.2 -0.2
0.0 0.0 0.0
-0.2 0.3 -0.2
0.1 0.0 0.1
0.0 0.1 0.0
0.1 -0.4 0.3
0.2 -0.1 0.0
0.1 0.4 -0.1
0.0 0.0 -0.1
0.0 0.1 0.0
0.1 0.0 0.0
0.0 -0.1 0.1
0.0 -0.3 0.2

Output
LUMO energy ... -1.85 eV
Multiplicity ... 1

These are the Löwdin partial charges, in e, on atoms 1 to 6: 0.476 0.677 0.527 0.523 0.510 0.495


Record 2
CH5NOS2 | the ωB97M-V functional and the def2-TZVPD basis

Positions of all 10 atoms, in Å:
1 S -1.835798 1.243751 -0.589083
2 S -0.197441 0.742264 -1.741739
3 O 0.962422 -1.602401 0.513728
4 N 2.205233 -1.341603 2.441665
5 C 1.155250 -1.001849 1.524988
6 H 2.762717 -0.500603 2.592947
7 H 1.816056 -1.537253 3.362907
8 H 0.543874 -0.125359 1.819976
9 H -2.787279 0.767878 -1.405121
10 H 0.090271 -0.425218 -1.144129

Atomic forces in eV per Å
0.1 0.0 -0.1
-0.1 0.1 0.1
-0.1 -0.1 0.0
0.1 0.1 0.0
0.1 0.2 0.4
0.0 -0.1 -0.1
-0.1 -0.1 -0.1
-0.1 -0.1 -0.2
0.0 0.0 0.0
0.0 0.0 0.0

Output
LUMO energy ... 0.47 eV
SMILES ... NC=O.SS
Energy above the lowest of the compared OMol25 structures with the same formula, charge and spin ... 19.37 kcal per mole
Multiplicity ... 1

These are the natural (NBO) partial charges, in e, on atoms 1 to 6: -0.144 -0.149 -0.507 -0.894 0.560 0.373


Record 3
C13H22O2Si | the ωB97M-V functional and the def2-TZVPD basis

Positions of all 38 atoms, in Å:
1 Si 1.662544 0.135934 -0.096025
2 O 2.171582 0.610974 -1.605587
3 O 1.565470 1.504467 0.861732
4 C -4.080613 -2.379795 -0.612349
5 C 4.515015 0.525686 -1.776881
6 C -0.551056 2.586273 1.219875
7 C -5.043373 -1.876279 0.263378
8 C 3.251925 1.402445 -1.947145
9 C -3.311621 -0.831920 1.506804
10 C 0.716987 2.500640 0.402687
11 C -0.820938 -0.961699 0.885517
12 C -0.107305 -0.563247 -0.379735
13 C 2.955281 -1.158085 0.483489
14 C -2.287476 -1.317116 0.676338
15 C -4.624527 -1.171353 1.354710
16 C -2.714101 -2.072027 -0.401606
17 H -3.070723 0.034120 2.221697
18 H -0.918774 1.624427 1.416230
19 H -0.434674 3.069422 2.152700
20 H 3.218154 2.303550 -1.353103
21 H -5.366289 -0.638216 1.944951
22 H -0.609862 -0.281689 1.728248
23 H -0.260914 -1.888595 1.177032
24 H -6.126847 -2.065549 0.063259
25 H -1.936515 -2.597675 -0.888521
26 H 1.234653 3.484802 0.492985
27 H -0.520703 0.295122 -0.955684
28 H -1.374480 3.185677 0.791177
29 H 3.426489 -1.754655 -0.294531
30 H 5.427562 1.040988 -2.071374
31 H 4.337675 -0.309547 -2.390043
32 H -0.227121 -1.438791 -1.072834
33 H 3.666965 -0.502786 0.995955
34 H 0.566033 2.316004 -0.656724
35 H 2.314698 -1.822073 1.036744
36 H 3.106376 1.743891 -3.008447
37 H -4.342742 -2.990889 -1.440449
38 H 4.593245 0.257564 -0.724470

Atomic forces in eV per Å
0.4 -1.1 -1.4
-1.9 -0.5 0.3
1.0 -1.9 0.6
1.1 0.8 0.8
-0.3 2.2 0.6
-0.7 1.0 -1.0
-0.8 -1.4 -1.4
0.8 0.0 -1.0
1.9 2.1 1.2
-0.1 2.0 -0.2
0.4 -1.1 0.6
0.9 0.6 -1.3
-1.3 1.5 -0.3
-0.8 1.0 0.6
-1.0 1.5 0.1
-1.0 -0.9 1.0
-0.2 -1.7 -0.7
-0.7 -1.3 0.2
0.8 0.4 1.2
0.5 0.4 0.4
0.1 -0.3 0.2
-0.6 -0.1 -0.3
-0.7 0.4 0.1
1.1 0.2 0.3
0.4 -0.4 -1.3
-0.1 -0.6 -0.2
-0.4 -0.4 0.5
0.5 -0.4 -0.5
-0.1 0.4 -0.2
0.0 0.0 -0.1
0.1 -1.3 -0.6
0.8 0.9 0.3
0.1 -0.9 0.6
-0.6 0.4 -0.3
0.4 -0.4 1.2
0.3 -0.4 0.8
-0.3 -0.4 -0.6
0.2 -0.1 -0.2

Output
LUMO energy ... 0.89 eV
SMILES ... CCO[Si](C)(CCc1ccccc1)OCC
Energy above the lowest of the compared OMol25 structures with the same formula, charge and spin ... 22.83 kcal per mole
Multiplicity ... 1

These are the natural (NBO) partial charges, in e, on atoms 1 to 6: 2.121 -0.917 -0.895 -0.200 -0.626 -0.635


Record 4
C2H5N3 | the ωB97M-V functional and the def2-TZVPD basis

Positions of all 10 atoms, in Å:
1 N 0.367155 -1.452636 -0.198693
2 N -2.533918 0.516004 0.093495
3 N -0.319077 -0.241508 -0.446529
4 C -1.491759 0.056695 -0.090427
5 C 0.809985 1.061473 0.021357
6 H 0.563916 1.382499 1.065887
7 H 0.513690 1.945773 -0.587711
8 H 0.515784 -1.542253 0.802469
9 H -0.240956 -2.212409 -0.506239
10 H 1.815175 0.486359 -0.153613

Atomic forces in eV per Å
-0.5 -0.4 0.2
-0.8 0.0 0.4
6.7 2.5 -0.3
-3.2 0.7 0.9
-1.4 -2.5 -0.8
0.4 -0.9 -0.7
0.7 -1.0 -0.1
-0.2 -0.3 0.1
0.3 0.1 0.0
-2.0 1.7 0.3

Output
LUMO energy ... 0.69 eV
SMILES ... CN(N)C#N
Energy above the lowest of the compared OMol25 structures with the same formula, charge and spin ... 64.64 kcal per mole
Multiplicity ... 1

These are the natural (NBO) partial charges, in e, on atoms 1 to 6: -0.633 -0.389 -0.320 0.365 -0.401 0.207


Record 5
C2H11NO2 | the ωB97M-V functional and the def2-TZVPD basis

Positions of all 16 atoms, in Å:
1 O -1.501952 -1.233360 -1.040927
2 O -2.129299 0.927920 0.737220
3 N 0.477539 0.664614 -0.958516
4 C 1.571991 0.308305 -0.059712
5 C 1.022343 -0.464344 1.157668
6 H -1.538843 -1.883608 -1.781714
7 H 0.794592 1.271572 -1.768612
8 H 0.303303 0.140028 1.709727
9 H 2.337368 -0.333166 -0.665504
10 H 0.523902 -1.403840 0.819562
11 H 1.836639 -0.751690 1.815747
12 H -2.076992 0.102428 0.202458
13 H -0.652853 -0.717369 -1.191407
14 H 2.121930 1.206954 0.297284
15 H -2.922492 0.883956 1.176314
16 H -0.167170 1.281601 -0.449586

Atomic forces in eV per Å
0.7 -0.7 -1.1
3.0 -0.5 -2.0
0.0 1.5 -1.2
1.5 -0.7 -0.3
0.1 -0.6 -1.0
-0.1 0.8 1.0
-0.3 -1.2 1.3
0.0 0.0 0.0
-1.3 1.0 1.2
0.2 0.7 0.3
0.1 0.1 0.1
-0.1 0.5 0.3
-0.7 -0.1 0.1
-0.2 -0.5 -0.2
-2.9 -0.1 1.6
0.1 -0.4 -0.1

Output
LUMO energy ... 0.97 eV
SMILES ... CCN.O.O
Energy above the lowest of the compared OMol25 structures with the same formula, charge and spin ... 6.83 kcal per mole
Multiplicity ... 1

These are the natural (NBO) partial charges, in e, on atoms 1 to 6: -1.020 -0.976 -0.870 -0.209 -0.631 0.477


Record 6
C4H12NO2 | the ωB97M-V functional and the def2-TZVPD basis

Positions of all 19 atoms, in Å:
1 O 1.260057 -0.404348 -2.248887
2 O -2.822667 -0.315951 -0.162208
3 N 0.134573 -1.105681 -0.095358
4 C 1.746467 0.344841 1.032263
5 C 0.211642 -0.033167 0.884222
6 C 0.157817 -0.828966 -1.714357
7 C -0.427983 1.308998 0.434507
8 H -0.160089 -0.345122 1.870919
9 H -0.712146 -0.139345 -1.818283
10 H 2.097623 0.271415 -0.008618
11 H 0.989903 -1.647816 0.003864
12 H -2.455026 -1.016834 0.395316
13 H -0.463907 1.368435 -0.652427
14 H 1.948098 1.372082 1.358049
15 H 2.197044 -0.294368 1.793925
16 H -0.163857 -1.848231 -2.044260
17 H -1.481552 1.282246 0.719931
18 H -2.050381 -0.117517 -0.719844
19 H -0.005615 2.149333 0.971248

Atomic forces in eV per Å
0.2 0.2 0.3
-0.2 -0.3 0.0
-0.6 -0.6 -0.7
-0.8 0.0 0.0
2.3 1.9 -0.7
0.2 -0.2 1.0
-1.6 -1.3 0.6
-0.2 0.0 -0.2
-0.3 0.0 -0.2
0.5 -0.3 0.5
-0.2 -0.1 0.1
0.0 0.1 -0.2
0.7 0.5 0.1
-0.3 0.0 0.1
0.5 -0.4 -0.5
-0.2 0.2 0.1
-0.1 0.2 0.0
-0.3 -0.2 0.0
0.4 0.2 -0.4

Output
LUMO energy ... 4.09 eV
Total charge ... -1
Energy above the lowest of the compared OMol25 structures with the same formula, charge and spin ... 31.07 kcal per mole
Multiplicity ... 1

These are the natural (NBO) partial charges, in e, on atoms 1 to 6: -0.901 -0.972 -0.766 -0.658 -0.033 0.178


Gap between HOMO and LUMO in eV, matching the order above: 8.658, 9.939, 9.923, 10.005, 10.824, 7.188
Highest occupied orbital energy in eV, matching the order above: -10.5, -9.5, -9.0, -9.3, -9.9, -3.1